Entry 1:
58
Properties=species:S:1:pos:R:3:mulliken_charge:R:1 method="wB97M-V/def2-TZVPD" homo_lumo_gap_ev=8.339 homo_ev=-7.7 multiplicity=1 e_above_lowest_kcal_mol=536.3
C -2.84 -1.78 3.89 -0.622
H -2.55 -1.60 4.85 0.265
O -3.37 -0.76 3.35 -0.462
C -3.78 -0.83 1.90 0.396
C -5.17 -0.69 1.47 -0.650
C -5.59 -0.67 0.34 0.182
C -4.74 -0.88 -0.68 -0.810
C -3.34 -1.36 -0.47 -1.390
C -2.76 -1.17 0.81 0.798
N -1.52 -1.26 1.10 0.687
C -0.50 -1.94 0.24 -0.406
C 0.83 -2.42 0.72 -1.275
N 1.32 -1.26 1.16 0.268
C 2.15 -0.42 0.44 1.377
C 3.49 -1.17 -0.04 -2.115
C 4.26 -0.15 -1.01 -0.839
C 4.26 1.27 -0.69 -1.449
N 3.06 1.82 -0.33 0.335
C 2.41 2.30 -1.19 0.587
O 3.06 2.90 -2.19 -0.823
C 1.02 2.75 -1.13 1.011
C 0.43 3.04 -2.32 -1.033
C 0.20 1.54 -2.93 0.587
O 0.25 0.67 -2.29 -0.304
C 0.07 1.27 -4.54 -1.676
H 0.86 1.72 -4.95 0.458
H -0.85 2.39 -4.97 0.198
H -0.33 0.46 -4.77 0.561
H -0.66 3.48 -2.33 0.397
H 0.83 3.61 -3.07 0.545
H 0.49 1.97 -0.41 -0.894
H 0.96 3.68 -0.64 0.181
C 2.42 1.02 0.84 -2.316
H 1.49 1.61 0.98 0.614
H 3.12 1.06 1.57 0.471
H 4.88 1.70 -1.23 0.897
H 5.00 1.10 0.21 0.288
H 5.21 -0.51 -1.04 0.721
H 3.72 -0.33 -1.93 0.309
H 3.48 -2.03 -0.20 1.248
H 3.93 -0.98 1.02 0.294
H 1.68 -0.13 -0.46 0.126
C 0.62 -0.50 2.25 -1.052
C -0.81 -0.02 1.60 -1.716
H -1.27 0.27 2.46 0.566
H -0.77 0.61 0.94 1.003
H 0.94 0.31 2.74 0.581
H 0.16 -1.27 3.05 0.286
H 1.33 -2.95 0.01 0.515
H 0.62 -2.99 1.56 0.451
H -1.16 -2.85 -0.24 0.383
H -0.44 -1.28 -0.72 0.260
H -2.85 -1.65 -1.17 0.923
H -5.23 -1.13 -1.62 0.292
H -6.79 -0.55 0.28 0.206
H -5.71 -0.26 2.71 0.048
H -1.99 -2.30 3.13 0.084
H -3.53 -2.49 3.94 0.432

***

Entry 2:
72
Properties=species:S:1:pos:R:3:mulliken_charge:R:1 method="wB97M-V/def2-TZVPD" homo_lumo_gap_ev=9.172 homo_ev=-8.8 multiplicity=1
C -3.65 3.30 -5.24 -1.285
C -2.46 2.38 -5.55 -0.312
C -2.46 1.10 -4.71 -0.565
C -1.07 0.47 -4.53 -0.625
C -0.96 -0.44 -3.29 -0.276
C 0.17 -0.04 -2.31 0.179
C 1.22 -1.14 -2.13 -0.584
C 2.18 -1.03 -0.93 -1.099
C 2.03 0.12 0.07 -0.711
C 2.38 1.55 -0.29 -0.186
O 1.32 2.29 -0.95 -0.344
S 1.85 3.77 -1.15 1.149
O 1.34 4.30 -2.35 -0.528
O 1.73 4.49 0.08 -0.599
O 3.41 3.37 -1.28 -0.382
C 3.61 1.95 -1.11 0.175
P 3.86 1.32 -2.85 0.216
N 2.90 1.88 -3.93 -0.644
H -3.49 4.30 -5.65 0.379
H -3.79 3.40 -4.16 0.332
H -4.58 2.91 -5.66 0.300
H -2.47 2.13 -6.61 0.298
H -1.53 2.93 -5.37 0.332
H -2.88 1.32 -3.72 0.281
H -3.12 0.37 -5.18 0.232
H -0.33 1.27 -4.49 0.351
H -0.84 -0.12 -5.43 0.283
H -1.91 -0.42 -2.76 -0.096
H -0.82 -1.48 -3.59 0.454
H 0.67 0.85 -2.69 -0.429
H -0.25 0.25 -1.35 0.291
H 1.81 -1.18 -3.05 0.181
H 0.70 -2.11 -2.08 0.491
H 3.21 -1.02 -1.29 0.257
H 2.12 -1.93 -0.32 0.389
H 2.69 -0.13 0.90 0.442
H 1.03 0.14 0.50 0.321
H 2.51 2.06 0.68 0.464
H 4.52 1.81 -0.53 0.399
H 3.97 -0.07 -2.69 0.063
H 5.21 1.71 -2.96 0.066
H 2.34 1.18 -4.40 0.296
C 2.95 -2.99 4.88 -0.842
S 2.19 -1.89 3.68 0.520
O 2.95 -2.04 2.41 -0.599
C 2.76 -0.37 4.45 -0.790
H 2.75 -4.01 4.56 0.329
H 4.02 -2.81 4.90 0.314
H 2.49 -2.80 5.85 0.302
H 3.85 -0.38 4.51 0.318
H 2.31 -0.30 5.44 0.267
H 2.43 0.46 3.83 0.271
C 0.99 -0.03 9.48 -0.931
S 0.51 -1.63 8.83 0.408
O 1.37 -1.87 7.64 -0.570
C -1.09 -1.12 8.19 -0.924
H 2.00 -0.13 9.88 0.312
H 0.98 0.71 8.67 0.290
H 0.31 0.26 10.28 0.381
H -0.95 -0.31 7.48 0.284
H -1.73 -0.80 9.02 0.384
H -1.53 -1.98 7.70 0.312
C -5.55 -3.68 -1.68 -1.017
S -4.68 -2.44 -2.64 0.504
O -3.23 -2.62 -2.36 -0.554
C -5.21 -1.02 -1.67 -0.843
H -5.30 -4.65 -2.11 0.334
H -5.21 -3.63 -0.65 0.302
H -6.63 -3.51 -1.75 0.386
H -4.90 -1.17 -0.64 0.299
H -6.29 -0.92 -1.74 0.418
H -4.73 -0.15 -2.09 0.181

***

Entry 3:
29
Properties=species:S:1:pos:R:3:mulliken_charge:R:1 method="wB97M-V/def2-TZVPD" homo_lumo_gap_ev=8.381 homo_ev=-8.2 multiplicity=1 e_above_lowest_kcal_mol=82.6
C -2.05 -1.59 -0.54 -0.086
C -2.18 -0.90 0.60 0.351
C 0.49 0.73 0.34 -0.907
C -0.96 -1.52 -1.51 -0.573
C -3.18 -0.89 1.60 -1.342
C 2.41 -0.65 -0.70 -1.547
C 2.20 -0.05 1.71 -1.904
C 0.21 3.47 -0.71 -0.950
C 1.42 -0.41 0.46 1.172
P 0.44 1.60 -1.07 0.198
H -2.72 -2.47 -0.80 0.214
H -1.38 -0.14 0.74 0.228
H -0.35 -0.66 -1.41 -0.379
H -1.31 -1.53 -2.56 0.440
H -0.17 -2.25 -1.59 0.295
H -3.76 0.12 1.58 0.239
H -2.94 -0.87 2.67 0.301
H -4.12 -1.55 1.57 0.309
H 3.22 -1.14 -0.20 0.489
H 2.79 0.39 -0.87 0.349
H 1.99 -1.20 -1.56 0.244
H 1.68 0.25 2.58 0.430
H 2.94 0.67 1.48 0.435
H 2.77 -0.90 1.99 0.507
H -0.65 3.91 -1.40 0.282
H 1.16 3.84 -1.01 0.321
H 0.08 3.46 0.34 0.330
H 0.85 -1.29 0.63 0.479
H 1.14 1.60 -2.35 0.075

***

Entry 4:
8
Properties=species:S:1:pos:R:3:mulliken_charge:R:1 method="wB97M-V/def2-TZVPD" homo_lumo_gap_ev="6.543 / 6.286" homo_ev="-9.7 / -9.7" multiplicity=1 e_above_lowest_kcal_mol=0.0
C 0.49 -0.29 0.09 0.074
C -0.67 -0.06 -0.58 0.480
F 1.13 -1.48 -0.15 -0.207
F -1.03 -1.06 -1.42 -0.203
Cl 1.20 0.80 1.13 -0.112
Cl -1.69 1.25 -0.51 -0.085
I 1.62 3.09 -1.23 0.027
I -1.04 -2.24 2.67 0.026

***

Entry 5:
91
Properties=species:S:1:pos:R:3:mulliken_charge:R:1 method="wB97M-V/def2-TZVPD" homo_lumo_gap_ev=9.863 homo_ev=-9.8 multiplicity=1 e_above_lowest_kcal_mol=69.5
Mg 5.80 4.72 10.97 0.774
B 5.51 2.76 10.42 1.941
H 5.26 2.96 11.45 -0.769
H 4.82 3.29 9.78 -0.336
H 6.51 3.11 10.28 -0.341
H 5.39 1.69 10.27 -0.208
B 6.72 5.32 12.58 0.821
H 7.34 4.65 12.00 0.148
H 6.34 6.13 11.98 -0.291
H 5.91 4.76 13.02 -0.151
H 7.31 5.66 13.42 -1.131
C 10.68 5.80 15.57 -1.427
C 9.47 6.31 16.38 1.052
O 9.07 5.74 17.39 -0.565
C 8.91 7.65 16.05 -0.300
H 11.00 4.84 15.98 0.373
H 11.52 6.49 15.55 0.470
H 10.31 5.68 14.55 0.177
H 9.72 8.37 16.16 0.635
H 8.18 7.89 16.83 -0.038
H 8.54 7.68 15.02 -0.301
C 6.18 7.51 18.51 -1.239
C 5.26 7.08 17.40 0.448
O 4.16 7.57 17.30 -0.600
C 5.79 5.89 16.59 0.211
H 6.42 8.56 18.34 0.258
H 7.11 6.94 18.48 0.296
H 5.73 7.41 19.50 0.399
H 6.21 5.12 17.23 0.685
H 6.62 6.13 15.92 -0.316
H 4.89 5.48 16.13 -0.051
C 9.00 2.66 14.83 -0.659
C 8.42 2.00 13.61 -0.611
C 6.97 1.54 13.89 0.025
S 6.54 1.98 15.61 0.994
O 6.98 0.84 16.43 -0.708
O 5.11 2.46 15.72 -0.541
C 7.90 3.29 15.65 0.124
H 9.80 3.39 14.69 0.114
H 9.60 1.90 15.33 0.364
H 9.01 1.11 13.40 0.412
H 8.33 2.67 12.76 0.028
H 6.68 0.49 13.81 0.603
H 6.29 2.11 13.25 -0.533
H 7.96 3.59 16.70 0.772
H 7.53 4.15 15.09 -0.572
C 1.28 3.12 13.36 -0.791
C 2.33 3.52 14.30 -0.458
C 2.73 5.02 13.94 0.659
S 2.64 5.13 12.12 0.818
O 3.96 5.02 11.49 -0.662
O 1.69 6.14 11.85 -0.712
C 1.81 3.47 11.98 -0.595
H 0.29 3.54 13.56 0.301
H 1.11 2.06 13.49 0.397
H 3.30 3.03 14.25 0.188
H 1.86 3.46 15.28 0.421
H 3.68 5.40 14.30 -1.060
H 1.90 5.65 14.25 0.552
H 2.55 2.69 11.78 0.163
H 1.11 3.48 11.14 0.542
C 9.04 8.27 9.50 -0.692
C 8.41 7.98 8.11 -0.587
C 8.79 6.51 7.76 -0.929
S 8.77 5.65 9.41 0.946
O 9.89 4.73 9.58 -0.755
O 7.39 5.25 9.73 -0.411
C 9.19 7.10 10.41 0.482
H 8.43 9.04 9.99 0.310
H 10.04 8.71 9.50 0.361
H 8.79 8.66 7.35 0.415
H 7.32 8.05 8.17 0.286
H 9.86 6.49 7.56 0.396
H 8.35 5.94 6.94 0.474
H 10.23 6.96 10.68 0.448
H 8.58 7.01 11.31 -0.752
C 5.67 9.22 14.57 0.136
C 4.45 8.41 14.26 0.108
C 3.94 8.79 12.85 -0.736
S 5.35 9.20 11.81 0.981
O 5.24 10.53 11.26 -0.769
O 5.51 8.07 10.85 -0.557
C 6.52 9.09 13.30 -0.170
H 6.19 8.73 15.39 -0.485
H 5.49 10.23 14.91 0.413
H 3.65 8.48 15.00 0.730
H 4.72 7.36 14.22 -0.613
H 3.33 9.69 12.91 0.467
H 3.29 8.09 12.33 0.165
H 7.44 9.65 13.11 0.666
H 6.91 8.08 13.22 -0.530

***

Entry 6:
84
Properties=species:S:1:pos:R:3:mulliken_charge:R:1 method="wB97M-V/def2-TZVPD" charge=+3 homo_lumo_gap_ev="5.610 / 4.567" homo_ev="-13.9 / -15.0" multiplicity=6 e_above_lowest_kcal_mol=42.2
Pd 0.78 -0.35 -0.19 1.012
C 1.09 1.27 6.68 -1.734
C 1.01 1.13 5.22 0.423
C 0.23 2.09 4.66 -1.225
C 0.19 2.29 3.23 0.593
C -0.52 3.35 2.62 -0.480
N -0.22 3.85 1.39 -0.057
C -1.30 4.33 0.53 -1.120
C -2.30 3.24 -0.01 0.848
C -3.16 3.57 -1.27 -1.168
N -2.30 3.49 -2.54 0.029
C -1.92 2.59 -3.32 -0.611
C -2.25 1.10 -3.33 -0.420
C -3.37 0.47 -3.78 -0.019
C -3.64 -0.95 -3.85 -0.013
C -4.87 -1.52 -4.46 -1.545
C -2.58 -1.72 -3.42 -0.648
C -1.35 -1.11 -2.94 1.330
C -0.35 -2.13 -2.50 -1.094
N 0.68 -1.99 -1.73 0.467
C 1.63 -3.07 -1.39 -0.904
C 2.98 -2.59 -0.76 -0.717
C 2.99 -2.30 0.72 -1.405
N 2.12 -1.18 1.17 1.288
C 2.27 -0.82 2.41 -1.311
C 1.56 0.25 3.08 0.816
C 1.68 0.19 4.48 -1.363
C 0.81 1.31 2.51 1.636
O 0.58 1.38 1.22 -0.787
C -1.21 0.30 -2.69 0.887
O -0.33 0.76 -1.94 -0.457
H 0.31 0.72 7.20 0.330
H 1.04 2.28 7.02 0.453
H 1.95 0.70 6.99 0.420
H -0.44 2.67 5.24 0.586
H -1.26 3.92 3.13 0.575
H 0.41 3.15 0.96 0.256
H -0.86 4.92 -0.30 0.394
H -1.90 5.00 1.24 0.406
H -3.11 3.16 0.74 0.544
H -1.84 2.25 -0.16 -0.644
H -3.47 4.60 -1.34 0.451
H -3.93 2.85 -1.37 0.424
H -1.96 4.41 -2.86 0.377
H -1.27 2.90 -4.14 0.460
H -4.17 1.07 -4.18 0.537
H -5.18 -2.44 -3.89 0.369
H -4.61 -1.79 -5.48 0.362
H -5.73 -0.87 -4.58 0.427
H -2.52 -2.84 -3.41 0.427
H -0.56 -3.11 -2.98 0.394
H 1.95 -3.62 -2.31 0.481
H 1.20 -3.79 -0.72 0.392
H 3.44 -1.75 -1.24 -0.279
H 3.62 -3.43 -0.82 0.619
H 4.01 -2.01 0.97 0.658
H 2.71 -3.14 1.28 0.426
H 2.94 -1.49 2.99 0.406
H 2.33 -0.56 4.95 0.478
Se -2.68 -0.11 0.34 0.240
N -1.07 -1.01 0.77 -0.113
C -1.45 -2.02 1.57 0.795
C -0.47 -2.86 2.08 0.308
C -0.91 -3.91 2.87 -1.160
C -2.25 -4.02 3.17 -0.422
C -3.30 -3.21 2.65 -0.756
C -2.88 -2.18 1.81 0.077
N -3.68 -1.28 1.27 -0.719
H 0.57 -2.74 1.85 0.333
H -0.23 -4.58 3.43 0.396
H -2.50 -4.81 3.90 0.394
H -4.32 -3.24 2.98 0.535
O 2.26 1.02 -1.17 -0.376
N 3.35 0.76 -1.90 0.248
C 4.51 0.41 -1.28 -0.388
C 5.63 0.04 -1.99 -0.822
C 5.58 0.02 -3.39 -0.179
C 4.41 0.43 -4.02 -0.837
C 3.32 0.84 -3.23 0.052
H 4.40 0.41 -0.21 0.624
H 6.56 -0.21 -1.51 0.462
H 6.46 -0.27 -3.98 0.436
H 4.34 0.46 -5.09 0.441
H 2.36 1.11 -3.65 0.447